[1]
ORCA calculation (ωB97M-V/def2-TZVPD) on a 8-piece molecular cluster, C35H46F30N9O21S10 overall.

Kohn-Sham gap (alpha / beta), Eh: 0.107 / 0.188
E_tot, eV: -283312.4913
⟨S²⟩: 0.77
Multiplicity: 2
Net charge: -2

XYZ file:
```
151
Properties=species:S:1:pos:R:3:forces:R:3
C 1.5877 6.5948 -5.9084 1.6 -1.2 0.6
C 1.1332 7.0671 -4.5179 -1.6 -0.7 -0.6
C 0.6006 6.0401 -3.4251 0.8 2.0 -1.5
O 0.2240 6.8875 -2.3212 1.1 -2.0 -1.0
C -0.3187 6.0645 -1.2915 -1.8 -0.2 1.0
N 2.2069 8.0055 -3.9801 -0.5 0.2 -0.8
H 3.1030 7.6824 -4.3158 0.6 -0.4 0.5
H 2.1059 8.9201 -4.3965 -0.2 0.4 -0.5
H 2.1783 8.2218 -2.9940 -0.1 -0.8 0.9
H 1.0746 5.7309 -6.3310 -1.1 0.7 -0.1
H 2.5427 6.0693 -5.9064 0.7 0.2 0.7
H 1.7911 7.4230 -6.5872 -0.7 0.0 -0.2
H 0.2873 7.6950 -4.7977 -0.1 0.3 0.8
H 1.3433 5.2491 -3.3214 0.5 0.2 1.1
H -0.2286 5.4845 -3.8632 -0.5 0.4 0.0
H -0.7397 6.6995 -0.5120 0.7 0.1 0.1
H 0.2658 5.2473 -0.8689 0.9 0.6 -0.1
H -1.2155 5.5351 -1.6132 -0.2 0.0 -0.7
C 1.2165 -3.4676 2.0129 -0.1 -0.5 0.1
C 1.2427 -1.9370 1.8933 1.5 0.5 -0.6
C 1.5842 -1.5700 0.4134 -0.7 -1.0 0.5
N 1.6367 -0.1075 -0.0115 0.2 0.9 0.3
C 0.1871 0.4175 -0.0608 1.1 0.1 0.4
C 0.0964 1.8270 -0.6453 -1.6 0.0 -0.7
C 0.5684 1.8580 -2.0596 1.9 -0.3 0.2
C 2.0622 1.4976 -1.9300 0.9 0.0 -1.6
C 2.2678 0.0731 -1.3961 -1.4 0.2 -0.1
C 2.3889 0.7418 1.0002 -1.2 -0.7 0.4
H 0.6417 -4.0288 1.2762 -0.5 0.5 -0.1
H 0.8702 -3.7886 2.9954 -0.1 0.2 0.1
H 2.1909 -3.9456 1.9129 0.4 0.5 0.0
H 2.1038 -1.5993 2.4700 0.0 0.0 0.4
H 0.3930 -1.4040 2.3200 -0.4 -0.3 -0.3
H 0.8289 -2.1095 -0.1581 -0.2 0.6 -0.6
H 2.4860 -2.1344 0.1761 0.5 0.7 -0.2
H -0.2807 -0.3851 -0.6308 -0.7 0.5 -0.1
H -0.1741 0.4730 0.9661 -0.1 -0.4 0.0
H -0.9601 2.0894 -0.7015 -0.3 0.0 0.7
H 0.6183 2.6233 -0.1147 -0.2 -0.3 0.6
H 0.0446 1.1333 -2.6829 0.2 0.0 0.0
H 0.4886 2.8361 -2.5339 -0.2 0.2 0.1
H 2.4726 1.5115 -2.9397 0.1 -0.7 -0.4
H 2.7167 2.2785 -1.5427 -0.4 0.1 1.0
H 1.6225 -0.4705 -2.0861 0.2 -0.8 0.2
H 3.2563 -0.3862 -1.4088 -0.2 0.4 0.1
H 2.2583 1.8118 0.8388 0.5 -0.3 -0.7
H 3.4206 0.4004 1.0855 -0.2 0.2 0.1
H 1.7725 0.6077 1.8891 0.7 -0.2 0.4
C -2.4131 -7.4544 5.3178 -0.2 0.8 -0.7
N -2.7760 -6.1614 4.6108 1.3 -2.8 1.1
C -1.7788 -5.5137 3.9368 0.6 2.6 -0.4
C -1.9550 -4.2069 3.5049 1.1 -1.7 -0.4
C -3.2105 -3.6262 3.6038 0.4 3.8 -2.5
C -4.1242 -4.2800 4.3060 -3.4 -2.0 2.8
C -3.9775 -5.5567 4.8291 -0.1 1.6 -0.1
C -3.6266 -2.3117 2.9488 1.0 -0.2 0.3
C -3.3304 -1.9967 1.5918 -0.7 -0.6 1.3
C -3.7536 -0.7969 1.0716 0.1 -0.1 -0.4
N -4.3959 0.1390 1.8029 -0.8 0.6 0.3
C -4.6346 -0.0905 3.1160 0.0 -1.2 0.3
C -4.2795 -1.2901 3.6949 0.7 -0.3 -0.4
C -5.0399 1.3307 1.1655 0.3 0.1 0.5
H -1.3754 -7.4345 5.6507 0.1 0.2 -0.4
H -2.5818 -8.2993 4.6501 0.1 0.0 -0.1
H -2.9568 -7.6535 6.2413 -0.5 0.5 -0.2
H -0.8010 -5.9657 3.8597 -0.2 -0.3 0.1
H -1.1785 -3.5804 3.0916 0.3 -0.6 -0.2
H -5.0259 -3.7148 4.4897 -0.5 -0.5 0.2
H -4.6420 -6.0579 5.5173 -0.2 0.1 -0.3
H -2.9684 -2.8006 0.9681 0.4 0.2 -0.5
H -3.6598 -0.5872 0.0163 0.0 -0.1 -0.1
H -5.1803 0.6138 3.7264 0.2 0.5 -0.4
H -4.3436 -1.4164 4.7656 -0.4 0.1 0.1
H -5.4594 1.9522 1.9567 -0.1 -0.3 0.1
H -5.8401 1.0229 0.4924 0.2 -0.1 -0.1
H -4.3352 2.0086 0.6839 0.3 -0.6 -0.2
C -0.8973 -7.0981 0.3466 -1.5 0.2 -1.6
F -1.3227 -7.6063 1.5265 0.7 0.4 -0.5
F 0.1759 -6.3361 0.4682 0.3 -0.6 0.7
F -0.6614 -8.1130 -0.5042 0.5 0.1 0.8
S -2.2568 -6.0826 -0.4749 -0.6 -0.9 1.1
O -3.2065 -7.0904 -0.9912 1.5 1.9 1.4
O -2.6529 -5.1170 0.6219 0.8 -2.8 -2.6
N -1.2773 -5.4710 -1.7493 0.4 -3.8 3.7
S -2.1008 -4.2650 -2.0598 -2.7 7.6 -2.7
O -3.3982 -4.5959 -2.6375 1.4 0.2 0.2
O -2.1026 -3.1951 -1.0392 0.5 -1.0 -0.8
C -0.9597 -3.2959 -3.3820 0.1 -3.5 2.8
F -1.2101 -3.8333 -4.5773 0.4 1.5 0.0
F -1.0818 -1.9948 -3.2147 -0.1 -0.5 -1.1
F 0.3242 -3.6363 -2.9884 -1.0 0.7 -0.9
C -2.8036 0.6368 -3.1016 -2.3 -0.2 -2.9
F -3.0068 2.0121 -3.2612 0.8 -1.7 1.3
F -1.6744 0.3196 -3.7338 -0.1 0.6 0.5
F -2.8030 0.2163 -1.8706 0.7 0.8 1.0
S -4.2601 -0.2283 -4.0742 0.6 2.1 -0.4
O -4.4730 0.8163 -5.0789 -0.7 -1.0 1.2
O -3.7162 -1.4684 -4.5970 -0.7 1.0 1.1
N -5.5067 -0.2534 -2.8299 2.3 -0.1 -3.0
S -5.5967 -1.8163 -2.5558 1.3 -4.1 0.1
O -6.0486 -2.6497 -3.7012 0.3 1.8 2.3
O -4.4432 -2.3184 -1.7739 -2.3 1.3 -1.0
C -7.0045 -1.8595 -1.3290 1.5 0.4 -1.0
F -7.7805 -0.8569 -1.6039 -1.7 1.9 -0.2
F -7.7084 -2.9454 -1.4685 -0.3 -1.4 0.4
F -6.5834 -1.7026 -0.0764 0.1 -0.4 0.6
C 3.8392 -2.5817 -7.2281 -1.6 0.0 0.6
F 3.5972 -1.3429 -7.6828 0.1 -0.4 0.4
F 2.9525 -3.4103 -7.8471 0.7 0.6 0.8
F 5.0471 -2.9264 -7.5328 1.3 -0.4 -0.7
S 3.6857 -2.7056 -5.3178 -2.1 2.0 3.2
O 2.4042 -2.0283 -4.9184 2.8 -1.7 -2.0
O 3.8703 -4.0731 -4.8129 -0.1 1.8 -2.0
N 5.0056 -1.6567 -4.8220 -2.8 -1.6 -1.6
S 5.1071 -2.0577 -3.3117 2.5 0.4 3.0
O 3.9392 -2.0710 -2.4697 -0.7 -0.1 -0.2
O 6.0365 -3.1412 -3.1133 0.1 0.1 0.2
C 6.0670 -0.5563 -2.5257 -1.8 -2.5 -1.4
F 6.6207 -0.9013 -1.3767 -0.1 0.1 0.5
F 6.9846 -0.3233 -3.4000 2.4 1.2 -1.2
F 5.3263 0.5320 -2.3843 -0.4 0.6 0.5
C 5.9869 2.2743 0.5666 -1.4 -0.4 1.2
F 7.1269 2.3161 -0.1252 -1.2 -0.1 0.3
F 4.8814 2.5050 -0.2269 1.6 -0.3 0.4
F 5.7938 1.0432 1.1377 0.7 1.2 -1.2
S 5.9433 3.5759 1.9875 1.0 2.4 -0.6
O 7.3793 3.8439 2.3217 -3.3 -1.4 -0.4
O 5.3122 4.7908 1.4336 0.0 -2.3 0.6
N 4.8576 2.7568 3.0679 1.1 1.8 -3.0
S 5.8068 2.3892 4.2273 1.0 1.5 4.9
O 6.9273 1.5999 3.8233 0.5 -0.8 0.3
O 6.0497 3.5670 5.1117 -0.4 -2.6 -1.2
C 4.8073 1.1354 5.3490 -0.9 1.5 -0.4
F 3.5146 1.5188 5.5935 1.2 -0.1 -0.1
F 4.7158 -0.0193 4.6788 0.5 0.0 0.8
F 5.4143 1.0285 6.5697 -0.5 -0.4 -1.7
C -1.7575 6.2001 4.0544 -1.0 -5.9 0.3
F -1.4237 7.1865 3.3818 2.2 3.9 -1.6
F -1.1153 5.9849 5.2035 0.1 0.9 -0.4
F -3.0489 6.2996 4.2759 -1.1 0.0 0.8
S -1.5413 4.5859 2.8759 2.8 0.3 -0.8
O -2.8786 4.0908 2.6481 0.4 0.3 0.4
O -0.8234 5.0459 1.6720 -0.9 0.1 1.5
N -0.3991 3.5699 3.7115 -3.1 1.1 -1.1
S -1.2997 2.2800 4.0194 0.3 -2.4 -0.4
O -2.4328 2.5104 4.9071 0.9 -0.5 -0.1
O -1.6038 1.4514 2.8187 0.6 0.9 1.6
C 0.0586 1.1483 4.9455 -2.3 2.8 -1.4
F -0.5065 0.0264 5.2019 -1.3 -2.4 0.5
F 1.0589 0.9355 4.1526 1.5 0.0 -1.0
F 0.4300 1.6957 6.0636 0.7 0.8 1.2
```
Forces are in eV/Å.


[2]
ORCA calculation (ωB97M-V/def2-TZVPD) on one molecule with the formula C5H3NS.

Kohn-Sham gap, Eh: 0.259
E_tot, eV: -17553.8276
Net charge: 0

XYZ file:
```
10
Properties=species:S:1:pos:R:3:forces:R:3
C 0.7272 -0.2828 1.4177 3.2 0.0 -1.3
C 1.6075 -0.2454 0.5115 -1.2 -0.7 1.9
C -0.6067 0.0540 1.4382 1.4 -0.5 1.3
C -1.0042 0.0943 0.1401 -1.3 1.4 0.2
C -0.1136 0.0170 -1.0145 -0.1 -0.3 0.6
N 1.2518 -0.2545 -0.7700 -1.6 0.2 0.1
S -0.3939 0.2169 -2.6077 -1.2 0.3 -1.0
H -1.1101 0.1939 2.3925 -0.7 0.1 -0.7
H -2.0177 0.5093 0.1975 0.1 -0.6 -1.6
H 1.6596 -0.3029 -1.7054 1.2 0.1 0.6
```
Forces are in eV/Å.


[3]
ORCA calculation (ωB97M-V/def2-TZVPD) on C5H8O as an isolated structure.

Kohn-Sham gap, Eh: 0.358
E_tot, eV: -7357.6930
Net charge: 0

XYZ file:
```
14
Properties=species:S:1:pos:R:3:forces:R:3
C 1.2176 0.4152 -0.7683 0.0 -0.1 0.0
C 0.6629 0.4911 0.6300 0.1 -0.6 0.0
C -0.7226 1.0616 0.8058 -0.1 0.1 0.5
O -1.5878 0.3530 -0.0707 -0.1 -1.2 -0.1
C -0.9927 -0.8392 -0.4544 0.2 -3.5 0.3
C 0.4778 -0.7592 -0.2113 1.3 -3.8 0.2
H 0.7448 0.9877 -1.5568 0.0 0.1 0.0
H 2.2924 0.3106 -0.8517 -0.1 0.1 0.0
H 1.3294 0.4883 1.4789 0.1 0.1 0.0
H -0.8535 2.1120 0.5398 0.3 0.0 0.0
H -1.0684 0.9220 1.8331 0.1 0.0 0.1
H -1.3557 -1.1409 -1.4289 0.1 0.3 -0.2
H -1.0803 -2.3325 0.1196 -1.0 3.7 -0.4
H 0.9361 -2.0699 -0.0650 -0.8 4.9 -0.3
```
Forces are in eV/Å.


[4]
ORCA calculation (ωB97M-V/def2-TZVPD) on an isolated ion of composition C5H10N3 and charge +1.

Kohn-Sham gap (alpha / beta), Eh: 0.228 / 0.288
E_tot, eV: -9805.9757
Net charge: +1

XYZ file:
```
18
Properties=species:S:1:pos:R:3:forces:R:3
C -1.4843 -0.2841 1.0576 0.8 -0.1 0.1
C 0.2920 1.2274 -0.7665 0.5 4.1 2.0
C 0.6061 0.2296 1.9726 2.1 -0.2 -0.2
C -0.1252 0.0011 -1.1169 -1.4 -2.5 -1.8
C 1.0074 -0.8713 -1.6376 1.5 -0.2 0.4
N 0.4460 2.3890 -0.5158 -0.3 0.6 -1.0
N -0.8966 -0.7968 -0.0359 -0.8 -0.9 -1.3
N -0.7337 0.2422 2.0225 -2.0 -0.9 0.8
H -2.5333 -0.3516 1.1798 -0.8 -0.1 0.4
H 1.2185 -0.6043 1.5682 -1.2 0.5 -0.3
H 1.1765 0.8397 2.6438 -0.3 0.3 0.4
H -0.9883 0.0960 -1.8844 1.4 0.1 0.8
H 0.5403 -1.7001 -2.1899 0.6 0.2 0.1
H 1.5947 -1.2445 -0.7352 -0.9 0.2 -1.2
H 1.7652 -0.2998 -2.2659 -1.3 -0.7 0.5
H 0.2253 3.2308 -1.1209 0.5 -1.2 0.6
H -1.5355 -1.3226 -0.6571 0.1 0.2 1.2
H -1.2914 0.3844 2.9260 1.3 0.5 -1.7
```
Forces are in eV/Å.


[5]
ORCA calculation (ωB97M-V/def2-TZVPD) on a 2-piece molecular cluster, C3H6OS overall.

Kohn-Sham gap, Eh: 0.329
E_tot, eV: -16086.5605
Net charge: 0

XYZ file:
```
11
Properties=species:S:1:pos:R:3:forces:R:3
C -0.0981 -0.4899 -0.3836 -1.1 1.4 0.2
C -1.2801 -0.3514 0.4810 0.4 -0.7 0.5
C 1.2942 -0.2366 0.1147 -0.5 -0.3 -0.5
O -3.0182 1.6564 0.0949 -1.3 -5.3 -9.5
S -1.1206 -1.9673 -0.0934 0.4 0.5 -0.1
H -0.1903 0.0462 -1.3150 -0.6 -0.5 -0.7
H -2.9764 2.1061 0.7916 0.9 5.7 9.4
H 1.7016 0.5786 -0.4957 0.1 -0.1 0.6
H 1.7332 -1.1408 -0.1938 1.6 -1.0 -0.2
H 1.3951 -0.1476 1.1826 0.0 0.3 0.3
H -3.8516 1.9252 -0.3098 0.1 -0.1 -0.1
```
Forces are in eV/Å.